C23H49N4P3SeV as an isolated structure, computed with ωB97M-V/def2-TZVPD.

Results
* ΔE to the lowest compared entry with this formula, charge and spin: 0.0000 eV
* Kohn-Sham gap (alpha / beta): 3.68 / 3.72 eV
* multiplicity: 3
* net charge: +3
* HOMO level (alpha / beta): -16.287 / -16.322 eV

Last column: Mulliken spin population.
Atoms and positions in Å:
V: 0.425 0.514 -0.224  2.532
P: 1.895 -1.413 0.897  0.084
P: 2.091 2.328 -0.372  -0.004
P: 1.328 -0.445 -2.251  -0.086
H: -2.103 -4.122 1.330  0.000
C: -1.470 -4.068 0.429  0.003
C: -0.377 -5.061 0.418  0.000
H: 0.175 -5.263 1.337  0.000
C: 1.546 -2.002 2.613  -0.011
C: 3.613 -0.810 1.140  0.046
C: 2.205 -3.083 0.191  -0.003
C: 1.566 3.797 -1.359  0.015
C: 2.486 3.169 1.209  0.000
C: 3.767 2.089 -1.076  0.013
C: 0.295 -1.924 -2.555  0.013
C: 3.048 -1.020 -2.536  0.009
C: 1.097 0.459 -3.831  0.011
H: -2.110 -4.186 -0.464  0.000
H: -0.210 -5.663 -0.472  0.000
H: 0.582 -2.527 2.654  0.000
H: 1.547 -1.183 3.343  0.003
H: 2.333 -2.711 2.913  -0.002
H: 3.605 0.203 1.564  -0.009
H: 4.161 -0.796 0.190  0.000
H: 4.128 -1.482 1.841  0.000
H: 1.311 -3.722 0.271  0.001
H: 3.008 -3.561 0.771  -0.002
H: 2.507 -3.067 -0.860  -0.001
H: 2.344 4.571 -1.289  -0.001
H: 0.622 4.196 -0.968  0.002
H: 1.416 3.525 -2.411  0.002
H: 3.278 3.913 1.039  0.000
H: 2.828 2.453 1.968  -0.001
H: 1.594 3.688 1.586  -0.001
H: 4.352 3.002 -0.890  -0.003
H: 3.711 1.926 -2.160  0.000
H: 4.279 1.241 -0.607  0.001
H: 0.632 -2.409 -3.481  -0.002
H: -0.756 -1.628 -2.665  0.000
H: 0.366 -2.644 -1.729  0.000
H: 3.084 -1.468 -3.539  -0.003
H: 3.382 -1.764 -1.808  -0.001
H: 3.749 -0.178 -2.504  -0.001
H: 1.462 -0.185 -4.644  0.000
H: 1.662 1.398 -3.833  -0.003
H: 0.039 0.691 -4.005  0.003
C: -2.527 0.916 -2.554  0.026
C: -3.170 -0.267 -2.163  -0.018
C: -4.321 -0.679 -2.851  0.020
C: -4.829 0.091 -3.904  -0.057
C: -4.185 1.276 -4.292  0.025
C: -3.033 1.686 -3.621  -0.043
Se: -0.992 1.680 -1.606  -0.471
H: -1.053 -3.004 0.376  0.007
H: -2.783 -0.846 -1.319  0.003
H: -4.826 -1.603 -2.558  0.001
H: -5.730 -0.226 -4.427  -0.002
H: -4.578 1.890 -5.103  0.000
H: -2.526 2.617 -3.891  -0.002
C: -1.529 -0.409 1.867  0.057
N: -0.788 0.841 1.595  -0.294
C: 0.051 1.204 2.749  0.166
N: -0.729 1.297 4.001  0.001
C: -1.433 0.017 4.222  0.000
N: -2.345 -0.316 3.101  -0.002
C: -3.315 0.791 2.935  -0.003
N: -2.638 2.079 2.674  -0.004
C: -1.793 1.936 1.453  0.061
C: -1.750 2.359 3.825  -0.001
H: -0.835 -1.248 2.026  -0.009
H: -2.217 -0.650 1.040  -0.014
H: 0.506 2.192 2.595  -0.049
H: 0.844 0.461 2.919  0.002
H: -2.024 0.117 5.142  0.000
H: -0.697 -0.792 4.324  0.000
H: -3.980 0.553 2.091  0.000
H: -3.898 0.898 3.858  0.000
H: -1.293 2.902 1.309  -0.039
H: -2.478 1.736 0.619  0.034
H: -2.360 2.400 4.739  0.000
H: -1.240 3.320 3.659  -0.001

Atomic forces in eV per Å
-0.115 -0.636 0.859
0.457 -0.119 0.894
0.586 1.525 -0.083
0.315 -0.147 -1.307
0.508 0.058 0.202
0.267 -0.332 -1.135
-1.573 1.153 0.629
0.100 -0.134 -0.187
0.061 -0.106 0.093
0.080 -0.104 -0.039
0.386 -0.124 -0.315
-0.158 -0.200 0.010
-0.015 -0.130 0.184
0.040 -0.270 0.031
-0.013 -0.243 -0.061
0.049 -0.146 0.021
-0.011 -0.115 -0.047
0.373 0.107 0.323
0.348 -0.027 -0.030
0.217 0.154 0.132
-0.042 -0.360 -0.192
-0.186 0.204 -0.122
-0.020 -0.261 -0.096
-0.115 0.019 0.227
-0.072 0.196 -0.220
0.034 0.119 0.012
-0.236 0.073 -0.125
-0.171 -0.111 0.299
-0.197 -0.246 -0.002
0.225 -0.039 -0.106
0.044 0.095 0.245
-0.253 -0.214 0.046
-0.046 0.231 -0.114
0.274 -0.095 -0.093
-0.193 -0.263 -0.081
0.016 0.080 0.272
-0.034 0.254 -0.162
-0.176 0.012 0.188
0.216 0.009 -0.071
0.050 0.153 -0.207
0.072 0.086 0.288
0.031 0.232 -0.225
-0.244 -0.231 -0.056
-0.088 0.267 0.136
-0.064 -0.185 0.004
0.244 -0.097 0.043
0.089 0.181 0.162
-0.154 0.063 -0.215
0.299 0.074 0.144
0.262 0.224 0.006
0.119 -0.255 0.268
0.220 0.045 0.310
-1.385 0.412 -1.468
-0.192 -1.097 0.311
-0.185 0.125 -0.255
0.148 0.365 -0.097
0.238 0.057 0.167
0.094 -0.242 0.240
-0.245 -0.315 0.013
-0.989 -0.470 1.411
0.466 0.018 -1.144
0.029 0.202 1.991
-0.164 -0.190 -0.903
-0.058 0.307 -0.066
0.543 0.252 -0.596
0.117 0.207 -0.168
1.008 -0.741 -0.414
-1.654 0.747 1.298
0.026 -0.058 -0.032
-0.022 0.382 -0.197
0.272 0.282 -0.008
-0.136 -0.404 -0.219
-0.300 0.324 -0.321
0.201 -0.221 -0.248
-0.194 0.189 0.126
0.092 0.086 0.291
0.043 -0.136 -0.278
0.096 -0.331 -0.191
0.326 -0.072 0.156
0.222 0.160 -0.295
-0.202 -0.262 0.160

***

A 6-piece molecular cluster, C23H50N6O11 overall, computed with ωB97M-V/def2-TZVPD.

Results
* Kohn-Sham gap: 9.12 eV
* HOMO level: -8.600 eV
* SMILES string: CCN(CCOC(=O)OCOO)C(C)=O.CN(C)C=O.CN(C)C=O.CN(C)C=O.CN(C)C=O.CN(C)C=O

Last column: Mulliken charge in e.
Atoms and positions in Å:
C: -2.501 1.225 3.194  -1.136
C: -1.721 1.871 2.033  -0.499
N: -0.469 1.173 1.635  0.418
C: 0.333 0.724 2.765  -0.607
C: 1.835 0.605 2.462  -0.571
O: 2.213 1.479 1.384  -0.344
C: 3.533 1.761 1.398  0.785
O: 3.958 2.825 1.660  -0.552
O: 4.309 0.695 1.109  -0.403
C: 4.539 0.469 -0.301  0.318
O: 4.414 1.627 -1.042  -0.214
O: 5.674 2.306 -1.048  -0.411
C: -0.814 0.104 0.738  0.194
C: -0.733 0.443 -0.722  -0.353
O: -1.165 -0.978 1.126  -0.654
H: -2.273 1.727 4.142  0.312
H: -2.287 0.158 3.300  0.300
H: -3.579 1.342 3.033  0.342
H: -2.370 1.896 1.151  0.364
H: -1.452 2.901 2.288  0.441
H: 0.198 1.430 3.593  0.535
H: 0.000 -0.259 3.135  0.218
H: 2.134 -0.426 2.226  0.206
H: 2.393 0.904 3.361  0.449
H: 3.791 -0.229 -0.695  -0.101
H: 5.545 0.045 -0.388  0.348
H: 5.447 3.136 -0.591  0.347
H: -1.317 -0.279 -1.298  -0.251
H: -1.075 1.471 -0.880  0.430
H: 0.308 0.394 -1.062  0.093
C: -4.848 4.458 1.858  0.105
O: -3.953 3.729 1.471  -0.568
N: -4.667 5.730 2.258  0.113
C: -5.763 6.561 2.713  -0.921
C: -3.321 6.278 2.229  -0.894
H: -5.898 4.127 1.915  0.268
H: -5.862 7.445 2.080  0.340
H: -5.598 6.885 3.742  0.338
H: -6.692 5.996 2.670  0.283
H: -2.920 6.248 1.216  0.295
H: -2.659 5.693 2.869  0.258
H: -3.346 7.307 2.580  0.372
C: 2.959 -2.810 -0.987  0.092
O: 2.918 -1.797 -1.674  -0.756
N: 1.981 -3.717 -0.917  0.314
C: 2.059 -4.882 -0.052  -1.096
C: 0.790 -3.512 -1.728  -0.897
H: 3.821 -3.045 -0.340  0.293
H: 2.006 -5.798 -0.644  0.357
H: 1.243 -4.875 0.666  0.472
H: 3.001 -4.872 0.494  0.265
H: 1.050 -3.478 -2.785  0.317
H: 0.309 -2.568 -1.475  0.191
H: 0.096 -4.331 -1.549  0.434
C: -0.171 -5.386 3.614  0.110
O: 0.604 -5.611 2.702  -0.594
N: -0.051 -4.357 4.473  0.151
C: -1.000 -4.127 5.541  -0.900
C: 1.071 -3.448 4.308  -0.905
H: -1.056 -6.016 3.808  0.285
H: -1.476 -3.151 5.427  0.301
H: -0.502 -4.163 6.512  0.339
H: -1.771 -4.895 5.517  0.298
H: 1.039 -2.981 3.322  0.174
H: 2.014 -3.987 4.396  0.356
H: 1.020 -2.678 5.074  0.377
C: -2.200 -1.282 -4.277  0.074
O: -1.125 -1.537 -3.770  -0.528
N: -3.387 -1.685 -3.781  0.137
C: -4.643 -1.351 -4.418  -0.939
C: -3.394 -2.483 -2.565  -0.772
H: -2.294 -0.685 -5.200  0.307
H: -5.277 -0.775 -3.740  0.338
H: -5.179 -2.256 -4.712  0.336
H: -4.454 -0.754 -5.308  0.289
H: -2.931 -1.938 -1.742  0.140
H: -2.832 -3.406 -2.714  0.282
H: -4.422 -2.724 -2.304  0.371
C: 5.153 1.271 -6.200  0.080
O: 6.234 0.912 -5.774  -0.579
N: 4.026 1.360 -5.469  0.234
C: 2.771 1.790 -6.045  -0.914
C: 4.071 1.009 -4.055  -1.052
H: 5.003 1.561 -7.256  0.262
H: 2.407 2.690 -5.545  0.302
H: 2.015 1.008 -5.946  0.308
H: 2.909 2.011 -7.102  0.322
H: 4.785 1.643 -3.534  0.345
H: 4.384 -0.028 -3.938  0.297
H: 3.084 1.136 -3.617  0.386

Atomic forces in eV per Å
-0.156 0.218 0.130
0.172 -0.058 -0.099
-0.045 -0.350 0.129
-0.011 -0.002 0.257
0.088 -0.233 0.021
-0.326 0.070 0.369
-0.586 -1.119 -0.358
0.590 1.477 0.224
0.601 -0.166 -0.018
-0.146 -0.411 -0.089
-0.018 -0.129 -0.133
0.014 0.359 0.142
0.010 0.488 -0.257
-0.203 0.109 -0.073
0.202 -0.704 0.264
0.041 -0.211 -0.109
-0.039 0.105 -0.107
0.217 -0.016 -0.022
0.230 0.196 0.139
-0.150 -0.146 -0.159
-0.021 0.024 -0.296
0.041 0.181 0.011
-0.156 0.184 -0.144
-0.108 -0.109 -0.118
0.069 0.293 0.069
-0.179 0.153 0.109
0.035 -0.258 0.051
0.126 0.207 0.010
0.038 -0.153 -0.063
-0.100 0.002 0.192
0.031 -0.033 -0.020
-0.135 0.071 0.017
-0.044 0.038 0.022
0.117 -0.009 -0.021
-0.022 -0.075 -0.024
0.002 0.015 0.001
-0.037 0.008 0.016
-0.039 0.013 0.003
0.000 -0.008 -0.003
0.024 0.011 0.010
0.021 0.018 -0.004
-0.014 -0.002 0.001
-0.035 0.130 0.052
-0.021 -0.121 -0.019
0.015 -0.127 -0.008
-0.074 0.113 -0.172
0.021 0.063 0.000
0.000 -0.018 -0.019
0.026 -0.017 0.022
0.015 -0.072 0.067
0.004 0.010 0.003
-0.036 0.027 -0.024
-0.035 0.011 -0.023
0.017 -0.011 0.024
0.013 0.018 -0.099
-0.063 -0.023 0.124
-0.024 0.010 0.075
0.099 0.047 -0.070
-0.019 -0.059 -0.071
0.013 -0.002 0.021
-0.032 -0.005 0.022
-0.035 -0.003 0.021
0.000 -0.006 -0.007
-0.001 0.024 -0.008
0.015 0.022 0.002
-0.013 -0.003 0.014
0.059 0.002 0.043
-0.033 -0.009 -0.005
-0.064 0.017 -0.006
0.053 -0.059 0.093
0.075 0.035 -0.057
-0.012 -0.012 0.005
-0.025 0.012 -0.031
-0.026 0.022 -0.025
0.008 0.002 -0.001
-0.012 -0.024 0.027
-0.008 -0.012 0.023
-0.004 0.006 -0.008
0.055 -0.017 -0.016
-0.054 0.010 0.003
-0.114 0.018 0.000
0.041 -0.052 0.083
0.177 -0.038 -0.188
-0.013 0.003 0.012
-0.028 0.005 -0.028
-0.024 0.023 -0.018
0.008 0.001 -0.002
-0.003 0.002 0.037
-0.030 -0.001 0.080
-0.010 0.011 -0.019